[1]
ORCA calculation (wB97M-V/def2-TZVPD) on a structure of composition C33H69Cl2FNO10PSi3 in a non-equilibrium geometry.

Geometry (Å):
C1 -5.15963 -0.36993 5.11142
C2 -5.83609 -1.78537 4.57900
O1 -6.83810 -2.27386 5.35224
N1 -5.40334 -2.55648 3.34980
C3 -3.89341 -2.69590 3.25729
C4 -3.22485 -1.68854 2.12070
C5 -1.61466 -2.03263 1.85046
C6 -0.71602 -0.66142 1.57957
Si1 -0.07441 -0.52670 -0.25789
C7 -1.68626 -0.74429 -1.36255
C8 -2.93061 0.20862 -0.88781
C9 -3.05425 1.63451 -1.72523
C10 -3.42781 2.81644 -0.62480
O2 -4.92016 2.79681 -0.46613
C11 0.56964 1.24804 -0.63046
C12 0.87214 2.15578 0.74153
O3 0.73368 3.57667 0.27796
Si2 1.75121 4.65108 1.22442
C13 1.52493 4.25449 3.10802
C14 3.60614 4.61246 0.66709
C15 1.05252 6.47122 0.99029
O4 0.98616 -1.83448 -0.74573
Si3 2.56608 -1.76557 0.00401
C16 3.63733 -0.22317 -0.51275
C17 5.18237 -0.54363 -0.05016
C18 5.94488 0.80141 0.53750
F1 5.95666 -1.05242 -1.20654
C19 2.58127 -1.82526 1.92621
Cl1 2.90731 -0.20592 2.84619
C20 2.34695 -3.01419 2.78992
C21 2.05750 -4.48014 2.11712
Cl2 2.41991 -2.88461 4.64185
P1 3.68530 -3.52329 -0.82380
O5 4.09328 -3.19935 -2.52223
O6 5.11749 -3.81672 0.12431
H1 -5.47622 0.46631 4.33427
H2 -5.63299 -0.07898 6.14220
H3 -3.99775 -0.43239 5.23983
H4 -5.81863 -2.17376 2.46646
H5 -3.63336 -3.81171 2.93556
H6 -3.37081 -2.45013 4.27844
H7 -3.84852 -1.68257 1.10933
H8 -3.33880 -0.59298 2.56204
H9 -1.45505 -2.86349 1.03958
H10 -1.21693 -2.47428 2.87401
H11 0.13063 -0.57678 2.38280
H12 -1.46282 0.24220 1.80391
H13 -1.96463 -1.87825 -1.51950
H14 -1.35360 -0.34856 -2.43810
H15 -2.99049 0.42209 0.26107
H16 -3.92730 -0.39178 -1.15614
H17 -3.98548 1.59697 -2.46886
H18 -2.12286 1.87868 -2.38984
H19 -2.93105 2.59864 0.43449
H20 -3.03927 3.88383 -0.94403
H21 -5.27157 1.87187 -0.72223
H22 1.47504 1.29317 -1.40080
H23 -0.31261 1.83939 -1.17625
H24 1.91881 1.93469 1.21522
H25 0.05590 2.01986 1.56935
H26 2.41275 4.79797 3.68463
H27 0.46562 4.68081 3.40592
H28 1.52399 3.08916 3.32736
H29 4.23373 5.49861 1.10528
H30 4.05498 3.60791 1.09258
H31 3.63181 4.66064 -0.50982
H32 -0.13170 6.48447 0.89342
H33 1.52166 6.95102 0.02752
H34 1.35771 7.07372 1.96846
H35 3.54027 -0.15854 -1.69173
H36 3.28397 0.78420 -0.03467
H37 5.12156 -1.31140 0.85442
H38 5.71634 0.85436 1.70540
H39 5.60698 1.80165 0.02857
H40 7.10782 0.59014 0.40422
H41 3.11396 -4.96285 1.84381
H42 1.34706 -4.47411 1.18771
H43 1.57596 -5.24503 2.89637
H44 3.55251 -3.86418 -3.07836
H45 5.70015 -4.53307 -0.26854
C22 1.92241 -1.79936 -7.33021
C23 2.17082 -1.81363 -5.84555
O7 1.48126 -2.49575 -5.08927
C24 3.29557 -0.96107 -5.32213
H46 1.08105 -2.46050 -7.56373
H47 1.67195 -0.78642 -7.65524
H48 2.80831 -2.16065 -7.85856
H49 3.10625 0.08915 -5.55767
H50 4.24261 -1.28499 -5.76104
H51 3.35784 -1.07057 -4.23419
C25 1.49325 -1.33246 7.44511
C26 1.02481 0.03589 7.86258
O8 1.27615 1.03114 7.18507
C27 0.23693 0.13932 9.14105
H52 2.04863 -1.25453 6.50436
H53 2.15562 -1.74745 8.20897
H54 0.63287 -1.98837 7.29009
H55 0.84334 -0.21004 9.98039
H56 -0.67938 -0.45103 9.06158
H57 -0.03444 1.18580 9.31632
C28 -6.37825 -4.08163 -2.13161
C29 -6.16438 -2.61177 -2.37634
O9 -5.66941 -1.88642 -1.51518
C30 -6.57954 -2.06383 -3.71549
H58 -6.03242 -4.33581 -1.12398
H59 -7.44223 -4.31979 -2.20670
H60 -5.80523 -4.66603 -2.85592
H61 -7.65244 -2.21207 -3.86108
H62 -6.01552 -2.55837 -4.51033
H63 -6.36616 -0.99017 -3.75015
C31 1.20758 2.76704 -8.54718
C32 1.45599 2.75277 -7.06252
O10 0.76643 2.07065 -6.30624
C33 2.58074 3.60533 -6.53910
H64 0.36622 2.10590 -8.78070
H65 0.95712 3.77998 -8.87221
H66 2.09348 2.40575 -9.07553
H67 2.39142 4.65555 -6.77464
H68 3.52778 3.28141 -6.97801
H69 2.64301 3.49583 -5.45116

Cartesian forces, eV/Å:
-0.50 -0.21 -0.42
-4.44 -1.97 3.87
6.05 2.94 -5.11
0.64 1.73 1.72
1.14 0.09 -1.41
-0.05 0.26 0.16
-0.10 0.18 1.29
-0.77 -0.03 1.10
-1.81 -0.48 -0.69
0.32 0.36 -1.17
-1.41 -0.61 -1.09
-0.51 0.33 0.69
0.25 -0.67 -0.29
1.17 -1.45 -0.59
0.33 1.79 0.11
-0.64 0.12 -1.18
2.01 -0.50 1.98
-1.18 0.60 -0.21
-0.01 -0.38 0.44
0.48 -0.44 -0.12
-0.35 0.34 0.00
1.73 1.55 2.31
-0.14 1.80 -0.85
0.33 0.44 -0.47
-0.41 1.35 0.55
0.26 -1.08 0.35
-1.60 0.71 2.39
-0.79 -3.06 4.24
-0.35 -2.06 -1.28
0.32 2.44 -2.86
0.62 -0.81 1.09
-0.11 -0.44 -3.00
0.74 -3.10 -1.70
-1.21 -0.90 1.33
-0.38 0.32 -1.73
0.94 -1.73 1.50
0.83 -0.87 -2.08
-2.23 0.14 -0.53
0.50 -0.38 1.26
-0.60 2.32 0.88
-1.17 -0.66 -1.90
1.27 -0.28 2.12
0.42 -2.14 -0.92
-0.46 1.67 1.42
-0.77 0.71 -2.07
-1.56 -0.19 -1.48
1.77 -1.73 -0.63
0.34 2.27 0.48
-0.73 -0.95 2.09
0.40 -0.40 -2.20
2.18 1.24 0.77
2.06 0.03 1.54
-1.60 -0.46 1.47
-0.97 0.30 -2.25
-1.26 -2.10 0.47
1.21 2.18 0.63
-1.82 -0.04 1.81
1.80 -1.36 1.26
-1.84 0.36 -0.96
1.53 -0.11 -1.61
-2.09 -1.23 -0.94
2.23 -0.78 -0.33
0.15 2.50 -0.24
-1.26 -1.64 -0.81
-0.60 1.91 -1.14
0.19 -0.26 2.34
2.55 -0.02 0.22
-0.95 -0.68 1.94
-0.62 -1.06 -2.20
0.44 0.02 2.37
0.76 -1.84 -0.99
0.71 1.10 -2.29
0.44 -0.03 -2.57
0.73 -2.07 0.83
-2.52 0.69 0.27
-2.35 1.18 0.40
1.53 0.42 1.70
1.00 2.02 -1.50
1.15 1.46 1.59
-1.35 1.19 0.47
-0.39 -0.32 -0.03
-0.89 -0.80 1.05
0.90 0.77 -0.96
-0.08 -0.09 0.48
0.19 0.15 0.08
0.18 -0.02 -0.04
0.00 0.21 -0.03
0.11 -0.05 -0.15
-0.03 0.18 -0.07
0.01 -0.04 -0.24
0.26 0.19 -0.38
0.36 1.37 -0.94
-0.34 -1.31 0.89
-0.08 0.51 0.00
-0.19 0.12 0.34
-0.20 -0.12 0.04
0.09 -0.08 0.18
-0.16 -0.17 -0.03
0.14 -0.12 0.15
0.08 -0.23 -0.06
0.20 0.02 0.48
0.60 0.86 1.02
-0.62 -0.86 -0.98
0.15 0.48 0.11
-0.08 0.08 -0.23
0.10 -0.08 -0.19
-0.22 -0.01 -0.06
0.11 -0.15 -0.13
-0.21 -0.08 -0.01
-0.04 -0.25 0.03
-0.39 -0.33 0.00
-0.92 -0.88 1.02
0.92 0.79 -0.97
-0.06 -0.12 0.49
0.18 0.15 0.08
0.21 -0.05 -0.08
0.00 0.23 -0.05
0.18 -0.07 -0.14
-0.04 0.21 -0.11
-0.04 0.01 -0.24

## Properties
Total charge ... 0
HOMO-LUMO gap ... 7.788 eV

[2]
ORCA calculation (wB97M-V/def2-TZVPD) on a cluster of 11 separate species, C33H69F2N9O15 in total in a non-equilibrium geometry.

Geometry (Å):
O1 3.62831 -3.12557 -3.62963
C1 3.77906 -3.35832 -2.46653
O2 4.84374 -3.12210 -1.76840
C2 4.54675 -3.47944 -0.36610
C3 3.08143 -3.52111 -0.31998
F1 2.62321 -2.27009 -0.23953
O3 2.77084 -3.92318 -1.68243
H1 5.02155 -4.34448 0.04616
H2 4.88117 -2.65674 0.27749
H3 2.64704 -4.20023 0.35780
O4 -0.69324 2.33167 -0.35890
C4 -0.43785 1.22024 -0.07927
O5 0.34822 0.88761 0.96510
C5 0.53753 -0.57012 0.96723
C6 -0.24239 -1.05658 -0.26111
F2 -1.27662 -1.77866 0.25374
O6 -0.78575 0.10912 -0.80073
H4 1.61764 -0.80636 0.80722
H5 0.08375 -1.01362 1.83493
H6 0.35416 -1.52704 -1.03162
C7 2.15244 -1.29857 5.81908
N1 1.40341 -2.24110 5.02383
C8 2.02751 -2.85732 3.85152
C9 0.06511 -2.46349 5.28676
O7 -0.65692 -3.14954 4.59463
H7 1.95410 -1.35489 6.87162
H8 1.86741 -0.27105 5.47564
H9 3.23381 -1.40064 5.63024
H10 1.99488 -3.90765 3.99584
H11 1.44359 -2.70418 2.95410
H12 3.02805 -2.51023 3.70033
H13 -0.31066 -1.96222 6.20348
C10 2.95978 2.53911 0.80894
N2 3.19431 1.85973 2.06140
C11 3.50354 2.65280 3.25238
C12 3.35783 0.55588 2.13740
O8 3.59319 -0.07493 3.16443
H14 2.03783 3.11286 0.78842
H15 2.95144 1.80355 -0.05318
H16 3.74047 3.28558 0.62771
H17 4.02959 1.94867 3.88803
H18 4.16301 3.45577 2.85500
H19 2.65271 3.16705 3.66419
H20 3.41777 0.08101 1.13757
C13 -1.06590 5.16451 1.13661
N3 -0.80222 5.09363 2.52203
C14 -1.79114 5.59232 3.42836
C15 0.32924 4.49810 2.95368
O9 0.68410 4.38031 4.13130
H21 -1.97358 4.57058 0.91794
H22 -0.28295 4.69338 0.57716
H23 -1.14338 6.25373 0.91933
H24 -1.36424 5.69134 4.40452
H25 -2.29021 6.53188 3.06434
H26 -2.54513 4.82086 3.50416
H27 0.96425 4.21059 2.12260
C16 -0.05904 3.98330 -4.38696
N4 -0.60996 2.77317 -4.92716
C17 -0.64513 2.63284 -6.35455
C18 -0.57043 1.67832 -4.19775
O10 -0.57352 0.51509 -4.56779
H28 0.02020 4.75005 -5.14133
H29 1.00983 3.89441 -3.90339
H30 -0.77484 4.29138 -3.56291
H31 -1.37386 1.91957 -6.68372
H32 -0.98455 3.57161 -6.83668
H33 0.30276 2.40099 -6.80434
H34 -0.43346 1.95896 -3.12893
C19 2.75042 -0.29574 -5.02069
N5 2.82807 0.32234 -3.70887
C20 3.70172 1.49519 -3.67924
C21 2.08816 -0.13529 -2.64101
O11 2.01680 0.43995 -1.55567
H35 2.33747 -1.29175 -4.94672
H36 3.70084 -0.48373 -5.48920
H37 2.17835 0.31358 -5.71754
H38 4.61326 1.26083 -4.22818
H39 3.17626 2.36466 -4.13205
H40 3.83218 1.70750 -2.63235
H41 1.42914 -0.95306 -3.01038
C22 -0.49495 0.80093 4.42877
N6 -1.88754 0.91715 3.93002
C23 -2.46028 -0.27950 3.30254
C24 -2.39409 2.14859 3.66902
O12 -3.43793 2.33877 3.07708
H42 -0.41092 0.43269 5.48659
H43 0.00844 1.73546 4.42627
H44 0.07718 0.13297 3.82106
H45 -3.55100 -0.25024 3.19809
H46 -2.14869 -0.39369 2.27992
H47 -2.21396 -1.14995 3.95746
H48 -1.74438 3.01671 3.97131
C25 -0.29381 -3.62961 -3.24137
N7 -1.65468 -3.32760 -2.64256
C26 -2.33621 -4.37847 -1.94532
C27 -2.15778 -2.10637 -2.72948
O13 -3.26759 -1.85990 -2.27504
H49 -0.04207 -2.82541 -3.87839
H50 -0.31210 -4.58956 -3.79489
H51 0.50278 -3.78570 -2.51798
H52 -2.30980 -5.28855 -2.59011
H53 -1.80114 -4.67685 -1.00051
H54 -3.39797 -4.04799 -1.77331
H55 -1.53847 -1.39144 -3.27364
C28 -2.41722 -3.46474 2.03971
N8 -1.84932 -4.73575 1.73736
C29 -2.53521 -5.96300 2.24087
C30 -0.50335 -4.87027 1.49627
O14 0.30025 -4.04099 1.03540
H56 -2.84227 -2.92753 1.20486
H57 -1.64056 -2.83961 2.40237
H58 -3.13223 -3.48559 2.89306
H59 -2.01426 -6.82718 1.91076
H60 -2.58907 -5.99793 3.30297
H61 -3.51487 -6.04856 1.82315
H62 -0.32110 -5.96575 1.52964
C31 -4.08564 1.65060 -1.78571
N9 -4.23703 2.40609 -3.02597
C32 -4.96388 1.77745 -4.09847
C33 -3.60828 3.61109 -3.27063
O15 -3.68309 4.19954 -4.35002
H63 -3.61532 2.25139 -1.01454
H64 -3.52180 0.73276 -1.87061
H65 -5.04033 1.32942 -1.36951
H66 -5.98865 1.60068 -3.78639
H67 -5.04282 2.47452 -4.91054
H68 -4.45133 0.84671 -4.37319
H69 -3.24788 4.06761 -2.31585

Cartesian forces, eV/Å:
0.16 -0.19 0.42
-2.36 -0.60 -1.41
1.31 -0.43 2.47
1.31 1.84 0.39
0.06 -0.88 -3.01
-0.72 1.08 0.76
0.70 0.39 0.58
0.44 -0.92 -0.70
0.10 0.03 -0.38
-0.91 -0.47 0.86
-0.78 1.29 -0.56
1.24 -1.80 0.23
-0.31 -1.45 0.05
1.38 0.67 -1.37
-0.07 1.39 1.42
-0.10 -0.51 -1.05
-0.30 1.08 -0.18
-1.18 0.46 0.69
0.15 -0.03 0.51
-0.35 -0.74 0.07
0.25 1.61 -1.12
-1.19 -0.41 0.31
-1.08 0.23 0.29
1.70 0.30 -0.15
-0.25 -0.29 -0.23
-0.18 -0.33 0.55
0.54 -0.53 0.42
-0.56 -0.08 0.14
0.27 -1.22 0.12
-0.19 0.36 -0.26
0.44 0.35 0.12
0.30 -0.05 -0.19
0.41 -0.52 -1.22
-0.48 1.16 0.19
0.80 0.47 -1.61
0.96 -1.12 -0.38
-0.26 -0.15 -0.12
-0.36 -0.30 0.12
-0.11 0.85 1.08
0.23 -0.18 0.05
-0.10 0.47 0.58
-0.01 -0.39 0.63
-0.50 -0.22 0.52
-0.35 -0.02 0.16
-1.13 0.61 -0.55
1.48 -0.53 0.93
-0.95 0.19 -0.30
-0.10 0.90 1.35
-0.46 -0.19 -0.92
0.12 0.67 -0.19
0.52 -0.03 -0.33
-0.30 -0.81 -0.60
0.34 0.40 0.49
0.75 -0.80 0.30
-0.72 0.01 0.07
0.26 -0.36 -0.29
0.60 0.58 2.75
0.43 0.31 -1.84
-0.76 1.30 -1.17
0.73 -0.84 2.07
-0.35 0.04 -0.30
-0.29 0.14 -0.16
-1.88 -0.18 -0.95
1.06 0.20 -0.89
-0.24 -0.71 0.20
0.22 -0.25 0.55
0.69 -0.34 -0.05
-0.19 -0.40 -0.03
-0.62 -0.44 0.08
0.24 -0.49 0.03
-1.39 -0.15 0.28
0.08 1.68 -1.70
0.26 -0.88 -0.45
-0.54 -0.11 0.08
0.82 0.26 0.23
-0.29 0.04 0.05
0.06 0.20 0.26
0.40 -0.44 0.06
0.59 0.33 0.32
0.32 -0.05 0.70
-1.12 -0.56 1.11
1.03 0.01 0.17
-0.60 -0.25 1.25
0.35 0.15 -0.44
-0.20 0.15 0.01
-0.49 0.14 -0.83
0.24 1.08 -0.17
0.28 -0.52 -0.55
0.17 0.45 0.50
0.71 -0.23 -0.42
-0.02 0.54 -0.82
-0.26 -0.88 0.22
-1.61 -1.17 1.02
3.15 -1.32 -0.76
-0.43 -0.99 0.27
-1.45 0.14 0.20
0.03 0.89 -0.08
0.32 0.78 -0.83
-0.36 0.62 -0.02
-0.17 0.30 0.48
-0.25 0.53 0.36
-0.64 0.56 -0.65
1.21 -0.46 0.04
0.12 0.31 -0.08
-0.96 0.93 0.98
0.97 -1.46 0.71
0.46 1.32 -0.80
-0.65 0.00 -1.78
-1.15 -0.99 1.37
-0.44 -0.34 -0.36
0.82 0.55 0.26
0.28 -0.46 -0.70
0.64 -0.71 -0.33
-0.07 0.24 0.98
-0.73 0.26 -0.26
0.85 0.40 0.13
-0.19 0.32 0.33
0.92 0.77 0.23
0.09 -0.30 0.24
-1.87 -0.39 0.01
0.70 -0.38 1.11
0.19 0.29 -0.04
0.41 -0.24 -0.51
-0.34 0.25 -0.24
-0.12 -0.44 0.23
0.33 0.14 -0.53
-0.37 0.11 -0.20
0.41 -0.23 -0.60

## Properties
Structure (SMILES) ... O=C1OC[C@@H](F)O1.O=C1OC[C@@H](F)O1.CN(C)C=O.CN(C)C=O.CN(C)C=O.CN(C)C=O.CN(C)C=O.CN(C)C=O.CN(C)C=O.CN(C)C=O.CN(C)C=O
Total charge ... 0
HOMO-LUMO gap ... 9.029 eV
Energy above the lowest of the compared OMol25 structures with the same formula, charge and spin ... 55.4 kcal/mol